{
  "formula": "C24H45F4NO19",
  "method": "ωB97M-V/def2-TZVPD",
  "species": ["N", "H", "H", "H", "H", "O", "H", "C", "C", "O", "C", "O", "O", "F", "H", "H", "H", "C", "C", "O", "C", "O", "O", "F", "H", "H", "H", "C", "C", "O", "C", "O", "O", "F", "H", "H", "H", "C", "C", "O", "C", "O", "O", "F", "H", "H", "H", "C", "O", "C", "C", "O", "C", "C", "O", "C", "H", "H", "H", "H", "H", "H", "H", "H", "H", "H", "H", "H", "H", "H", "C", "O", "C", "C", "O", "C", "C", "O", "C", "H", "H", "H", "H", "H", "H", "H", "H", "H", "H", "H", "H", "H", "H"],
  "positions_angstrom": [[-0.006918, -1.571162, -2.290357], [-0.334560, -2.355346, -1.614005], [0.287283, -2.078924, -2.981860], [0.622827, -0.906423, -2.049238], [-0.702210, -0.775000, -2.345758], [0.316662, -0.773919, 0.440445], [0.173332, 0.118226, 0.498983], [-2.714768, -0.300195, 2.529995], [-3.072749, 1.146502, 2.909754], [-4.377413, 1.210243, 2.569257], [-4.767543, 0.219708, 1.703124], [-5.838321, 0.097433, 1.068795], [-3.831487, -0.603745, 1.683153], [-2.299013, 2.025483, 2.316496], [-2.953752, -0.867531, 3.323849], [-1.837882, -0.423479, 2.306611], [-2.764469, 1.288730, 3.992450], [1.856443, 0.940757, 4.516767], [0.781652, 0.264397, 3.523483], [-0.312069, 1.046443, 3.890345], [-0.051423, 1.728003, 5.076212], [-0.892919, 2.498225, 5.607064], [1.062180, 1.658526, 5.535081], [0.587039, -1.072315, 3.981375], [2.426137, 1.605228, 3.947806], [2.617826, 0.286428, 4.780909], [0.972248, 0.294915, 2.601026], [-2.242261, -3.236524, 0.497897], [-1.384014, -3.424064, 1.746200], [-0.668751, -4.639758, 1.550834], [-1.190281, -5.289575, 0.550368], [-1.094910, -6.529765, 0.335328], [-1.985305, -4.446976, -0.157020], [-2.106342, -3.450724, 2.850474], [-1.794544, -2.495409, -0.143931], [-3.372784, -3.249016, 0.736886], [-0.707490, -2.419785, 1.669682], [2.702790, -3.141036, 1.408667], [3.317841, -2.406759, 0.195592], [3.848096, -3.601395, -0.526938], [3.316134, -4.698205, -0.110386], [3.635067, -5.822283, -0.605731], [2.510024, -4.461429, 0.885994], [4.418544, -1.641397, 0.471330], [1.582118, -2.755152, 1.555716], [3.347429, -3.077723, 2.190206], [2.561665, -1.863631, -0.313778], [-0.474722, -1.692906, -5.942188], [-1.169824, -2.168902, -4.851720], [-2.412474, -2.633229, -5.227660], [-3.137139, -3.118814, -4.029940], [-3.068873, -2.424017, -2.902519], [-4.183325, -1.544675, -2.827137], [-3.844707, -0.518201, -1.721198], [-2.754012, 0.320619, -2.065611], [-2.272022, 1.035717, -0.951040], [-0.063481, -2.539784, -6.623580], [0.522976, -1.392411, -5.640350], [-0.978050, -1.040914, -6.516042], [-2.518687, -3.522491, -5.998291], [-2.945161, -1.813346, -5.683737], [-2.653149, -4.037012, -3.596486], [-4.127648, -3.496084, -4.125746], [-5.162519, -1.955751, -2.420946], [-4.482344, -0.996206, -3.779068], [-3.529920, -0.958418, -0.909281], [-4.410907, 0.363070, -1.327449], [-1.631496, 1.646917, -1.343853], [-1.807267, 0.470457, -0.189000], [-3.110279, 1.713602, -0.464902], [0.892399, 4.103778, 2.481402], [1.654003, 3.059711, 1.949910], [1.249212, 2.735874, 0.605433], [2.352319, 2.126567, -0.235015], [3.379962, 2.769784, -0.246750], [3.445455, 4.117932, -0.804524], [4.724770, 4.794206, -0.387520], [4.596349, 6.219544, -0.739533], [5.776690, 6.937466, -0.314302], [-0.189728, 3.736092, 2.431184], [1.006363, 4.989253, 1.889162], [1.263809, 4.101813, 3.540096], [0.960152, 3.574947, 0.224659], [0.427233, 2.105897, 0.679153], [1.968550, 2.022934, -1.164293], [2.541636, 1.059355, 0.053189], [2.623033, 4.746247, -0.438162], [3.436737, 3.971028, -1.852645], [5.518977, 4.373151, -0.852405], [4.604142, 4.848982, 0.695487], [5.595456, 8.099921, -0.407850], [6.693723, 6.738857, -1.015451], [6.054632, 7.018840, 0.737369]],
  "atomic_forces_ev_per_a": [[-5.4651, 0.8077, 5.2802], [0.9086, 2.6868, -0.2743], [1.3352, -2.7420, -6.4426], [4.0521, 1.2478, 2.8100], [-1.2796, -1.9653, -1.0865], [0.4975, -3.8283, -0.5559], [-0.5276, 3.4316, 0.2386], [-10.0509, 3.9675, 1.9790], [1.9507, -2.7477, 3.2624], [-2.7077, 2.1408, -0.0924], [-4.6279, 1.7180, -1.3137], [3.4723, 1.0853, 2.4755], [3.7293, -4.4084, -2.5132], [0.8058, 2.0086, -2.3183], [-0.2165, -2.0118, 3.2268], [9.2062, -1.6026, -3.9973], [-1.5897, -0.0130, -0.8109], [-1.4060, -0.5599, -2.0201], [-0.0825, 0.2791, 11.0008], [-0.2216, -0.0789, 0.4806], [-9.7678, 4.4445, -0.2552], [1.5228, -2.8739, -2.2075], [7.9137, -2.8977, 0.2460], [-0.0548, 1.2996, -0.9228], [0.3120, 1.9574, -0.8983], [0.6282, -1.6398, 1.9055], [1.3749, -0.1147, -7.4799], [-1.0975, -1.7322, 0.8700], [2.2075, 4.0202, -1.8874], [0.5261, 1.4628, 1.9034], [-1.5063, -5.3662, -1.7920], [0.0375, 5.3058, 0.5266], [-0.0163, -2.2443, -1.7330], [-0.5426, -0.4302, 1.3639], [-0.7250, 1.0056, 0.1954], [1.8401, 0.8273, -0.4837], [-0.6405, -2.5568, 1.0278], [-4.6900, 1.3876, -3.3616], [1.4389, -2.5894, 0.9757], [0.6488, 4.0140, -1.3661], [1.9268, -5.7571, -1.9827], [-1.8014, 4.1872, 2.0499], [-0.8770, -0.7541, 1.8399], [-0.9500, -0.2812, -0.0240], [2.7972, -0.4215, 0.2837], [1.5823, -0.2248, 2.6691], [-0.2645, 0.6729, -1.0013], [4.2173, -4.0773, -0.0715], [0.5216, -0.6328, 0.4272], [-2.0244, -1.2815, -1.3848], [1.5262, -4.9605, 0.3668], [-1.4375, 4.1272, 2.5887], [-1.5733, 2.8494, 1.6779], [-0.7256, 3.8111, -3.1675], [2.1859, -0.4181, -1.1679], [-5.4102, -0.7934, 1.5895], [-1.3927, 0.7415, 0.6441], [-0.1482, 1.0748, 0.5201], [-1.7820, 2.6438, -1.8588], [1.0156, 1.5392, 1.2082], [-0.3967, 0.5137, -0.3903], [0.2303, -0.0922, -1.5375], [-1.1203, -0.0088, -1.2363], [1.1974, -0.5751, -0.6954], [0.8905, -0.8492, 0.8049], [1.1786, -3.3048, 4.4147], [-2.0405, -1.7143, -0.6908], [3.9759, 3.8165, -1.9905], [0.3506, -1.1408, 0.8440], [1.2404, -1.3142, -0.8081], [-1.2903, -2.2187, 1.2210], [1.2414, -1.1454, -1.1388], [2.4379, -3.4357, 3.2939], [-7.3047, -5.5077, 2.9414], [10.9942, 6.9017, 0.4518], [-0.6052, -0.9555, 0.7721], [-3.7879, 2.9004, 1.8773], [1.4438, -0.4097, 0.5567], [0.5267, 2.8847, -2.1365], [0.9715, 0.9900, 0.4546], [0.1334, 0.9250, 0.0869], [-0.7388, 0.9611, -0.8622], [-1.8826, 5.1755, -2.7759], [-1.7877, -1.4035, -0.0688], [-2.1316, -0.5119, -3.7535], [-0.0669, 0.6363, 0.3058], [-0.0065, -0.2539, -0.3100], [-0.4478, 0.2140, -1.3514], [2.8819, -1.2971, -0.7884], [1.2587, -0.8460, 0.2193], [-0.1798, -2.1888, -0.6427], [-1.5854, 0.0175, 1.4824], [-0.1590, -1.5028, 0.2881]],
  "total_charge": 0,
  "orbital_gap_ev": 8.46,
  "e_tot_ev": -76864.505,
  "de_lowest_kcal_mol": 36.6
}